Record 1
DFT (wB97M-V/def2-TZVPD) results for a cluster of 15 separate species, C42H113N10O19 in total at a distorted geometry.

Calculated values
Frontier orbital gap = 0.83 eV
Charge = +7
Energy = -3642.2319 a.u.

Atoms and positions in Å:
C (13.451, 19.946, 10.228)
N (12.029, 20.419, 10.045)
C (11.183, 19.358, 9.299)
C (11.494, 20.748, 11.448)
C (12.115, 21.697, 9.202)
C (13.092, 21.650, 8.018)
O (14.433, 21.622, 8.360)
H (13.789, 19.502, 9.312)
H (13.492, 19.229, 11.016)
H (14.069, 20.757, 10.503)
H (11.187, 18.395, 9.862)
H (11.661, 19.161, 8.326)
H (10.204, 19.782, 9.113)
H (11.476, 19.818, 12.122)
H (10.497, 21.113, 11.337)
H (12.143, 21.562, 11.844)
H (12.326, 22.503, 9.932)
H (11.057, 21.852, 8.883)
H (12.924, 22.515, 7.378)
H (12.777, 20.804, 7.407)
H (14.890, 22.345, 7.917)
C (23.911, 8.788, 5.614)
N (22.786, 9.472, 4.892)
C (23.357, 9.910, 3.561)
C (21.695, 8.458, 4.622)
C (22.293, 10.614, 5.741)
C (20.889, 11.266, 5.409)
O (19.824, 10.435, 5.888)
H (24.683, 9.516, 5.744)
H (24.178, 7.916, 5.029)
H (23.555, 8.404, 6.568)
H (22.540, 10.309, 2.943)
H (23.798, 9.035, 3.129)
H (24.188, 10.598, 3.724)
H (21.337, 7.915, 5.485)
H (22.074, 7.632, 4.054)
H (20.855, 8.956, 4.169)
H (23.087, 11.328, 5.558)
H (22.260, 10.258, 6.768)
H (20.797, 11.411, 4.333)
H (20.915, 12.229, 5.890)
H (19.557, 10.809, 6.716)
C (23.471, 16.362, 15.195)
N (25.028, 16.514, 15.452)
C (25.270, 16.452, 16.894)
C (25.739, 15.387, 14.707)
C (25.604, 17.894, 15.033)
C (25.807, 17.958, 13.519)
O (24.711, 17.538, 12.774)
H (23.079, 15.515, 15.736)
H (23.365, 16.207, 14.119)
H (23.016, 17.325, 15.417)
H (25.037, 15.481, 17.299)
H (24.685, 17.216, 17.439)
H (26.342, 16.634, 17.099)
H (25.634, 15.585, 13.672)
H (25.107, 14.538, 14.948)
H (26.765, 15.263, 14.989)
H (26.662, 18.016, 15.412)
H (24.948, 18.627, 15.399)
H (26.685, 17.359, 13.328)
H (26.035, 18.988, 13.289)
H (24.933, 17.534, 11.851)
C (13.143, 8.130, 15.043)
C (13.166, 6.542, 15.124)
C (13.930, 5.860, 13.985)
O (13.824, 4.500, 14.001)
C (14.503, 3.959, 12.855)
N (13.680, 6.148, 16.455)
H (13.982, 5.166, 16.420)
H (14.497, 6.712, 16.738)
H (12.993, 6.271, 17.198)
H (12.964, 8.513, 14.007)
H (14.115, 8.473, 15.382)
H (12.444, 8.513, 15.813)
H (12.102, 6.140, 15.029)
H (14.995, 6.148, 13.989)
H (13.500, 6.291, 13.136)
H (13.706, 3.493, 12.308)
H (15.234, 3.195, 13.210)
H (14.903, 4.760, 12.240)
C (13.409, 23.599, 24.805)
C (12.076, 23.146, 25.418)
C (11.926, 21.593, 25.423)
O (10.980, 21.333, 26.395)
C (10.085, 20.217, 26.140)
N (11.995, 23.642, 26.925)
H (11.172, 23.210, 27.320)
H (12.710, 23.332, 27.515)
H (11.929, 24.667, 26.923)
H (14.213, 23.007, 25.175)
H (13.645, 24.657, 25.118)
H (13.281, 23.500, 23.726)
H (11.244, 23.692, 24.959)
H (12.832, 21.111, 25.597)
H (11.510, 21.317, 24.420)
H (10.692, 19.359, 25.873)
H (9.515, 20.532, 25.278)
H (9.458, 20.094, 27.065)
C (4.345, 18.125, 11.863)
C (5.021, 17.005, 12.630)
C (4.376, 16.632, 13.915)
O (5.119, 15.618, 14.591)
C (5.612, 16.100, 15.911)
N (5.324, 15.821, 11.647)
H (5.855, 15.045, 12.098)
H (4.500, 15.401, 11.178)
H (5.849, 16.310, 10.943)
H (4.586, 18.986, 12.369)
H (3.266, 18.050, 11.934)
H (4.577, 18.179, 10.804)
H (6.040, 17.297, 12.889)
H (3.308, 16.380, 13.751)
H (4.404, 17.491, 14.543)
H (6.277, 16.934, 15.730)
H (6.125, 15.194, 16.268)
H (4.848, 16.325, 16.619)
C (15.434, 23.780, 17.671)
C (14.576, 22.715, 18.428)
O (15.041, 22.120, 19.401)
N (13.309, 22.303, 18.088)
H (17.107, 21.583, 14.765)
H (13.028, 21.698, 18.833)
C (12.388, 22.271, 16.920)
H (15.289, 24.779, 17.972)
H (15.179, 23.813, 16.606)
H (16.415, 23.406, 17.745)
H (12.927, 22.564, 16.020)
H (11.665, 23.007, 17.245)
H (12.048, 21.268, 16.748)
C (10.910, 9.480, 23.379)
C (9.426, 9.694, 23.366)
O (8.668, 10.322, 22.707)
N (8.645, 8.912, 24.493)
H (7.628, 9.209, 24.402)
H (8.706, 7.867, 24.335)
C (9.127, 9.350, 25.809)
H (11.344, 9.803, 22.435)
H (11.141, 8.469, 23.611)
H (11.253, 10.141, 24.184)
H (8.427, 9.267, 26.616)
H (9.165, 10.449, 25.787)
H (10.107, 8.897, 26.054)
C (12.339, 12.188, 6.826)
C (13.871, 11.860, 6.867)
O (14.829, 12.547, 6.928)
N (14.013, 10.461, 6.732)
H (13.380, 9.913, 7.319)
H (10.531, 16.917, 3.896)
C (15.285, 9.737, 6.539)
H (11.918, 12.045, 5.803)
H (12.150, 13.254, 6.959)
H (11.741, 11.608, 7.521)
H (16.137, 10.311, 6.077)
H (14.955, 8.882, 5.930)
H (15.636, 9.206, 7.487)
C (13.937, 13.423, 20.129)
C (13.731, 12.534, 18.898)
O (13.223, 11.409, 19.140)
N (13.989, 12.921, 17.633)
H (13.827, 12.314, 16.882)
H (17.105, 2.919, 14.650)
C (14.770, 14.087, 17.361)
H (14.984, 13.659, 20.193)
H (13.570, 12.830, 20.973)
H (13.322, 14.306, 20.074)
H (14.671, 14.303, 16.346)
H (15.793, 13.896, 17.652)
H (14.305, 14.921, 17.866)
O (15.359, 19.011, 15.296)
C (15.715, 20.217, 15.209)
O (17.069, 20.563, 15.287)
O (14.854, 21.104, 15.082)
H (15.876, 18.212, 15.819)
O (16.661, 15.588, 18.010)
C (16.510, 16.885, 17.613)
O (16.238, 16.960, 16.309)
O (16.925, 17.803, 18.534)
H (17.212, 15.662, 18.839)
O (9.596, 17.266, 3.914)
C (22.591, 11.664, 9.546)
O (22.651, 10.748, 8.790)
O (22.346, 12.415, 10.333)
H (9.796, 18.090, 3.567)

Record 2
DFT (wB97M-V/def2-TZVPD) results for a cluster of 3 separate species, C25H44BrCl2N4O3 in total at a distorted geometry.

Calculated values
Frontier orbital gap (alpha / beta) = 6.67 / 7.75 eV
⟨S²⟩ = 2.01
Charge = +1
2S+1 = 3
Energy = -4917.7631 a.u.

Atoms and positions in Å:
C (-3.975, 0.974, -2.305)
C (-5.434, 0.853, -2.575)
Cl (-5.892, -0.083, -3.938)
C (-6.381, 1.422, -1.839)
Cl (-6.053, 2.407, -0.486)
N (-7.763, 1.258, -2.154)
C (-8.493, 0.230, -1.710)
N (-9.722, 0.333, -2.201)
C (-10.818, -0.613, -1.947)
C (-9.787, 1.459, -2.983)
Br (-11.284, 2.031, -3.898)
C (-8.552, 2.054, -2.959)
O (-8.079, 3.117, -3.596)
H (-3.595, 1.917, -2.690)
H (-3.752, 0.871, -1.249)
H (-3.459, 0.179, -2.831)
H (-8.129, -0.546, -1.064)
H (-11.506, -0.176, -1.235)
H (-11.313, -0.819, -2.887)
H (-10.382, -1.526, -1.564)
H (-8.188, 3.926, -3.081)
C (2.255, 3.997, -1.421)
C (0.903, 3.243, -1.526)
C (0.454, 2.725, -0.158)
C (1.272, 1.541, 0.350)
C (1.298, 0.422, -0.688)
C (1.782, 0.894, -2.057)
N (0.999, 2.099, -2.486)
O (-0.154, 1.769, -2.954)
C (3.292, 1.182, -1.995)
C (1.598, -0.209, -3.091)
C (-0.126, 4.242, -2.039)
H (2.723, 3.884, -0.443)
H (2.965, 3.669, -2.175)
H (2.116, 5.064, -1.591)
H (-0.597, 2.421, -0.221)
H (0.496, 3.550, 0.558)
H (2.289, 1.855, 0.598)
H (0.837, 1.165, 1.278)
H (1.945, -0.387, -0.343)
H (0.292, -0.001, -0.782)
H (3.641, 1.629, -2.927)
H (3.828, 0.245, -1.855)
H (3.582, 1.832, -1.173)
H (0.569, -0.561, -3.138)
H (2.228, -1.056, -2.822)
H (1.889, 0.133, -4.084)
H (0.132, 4.593, -3.039)
H (-0.145, 5.100, -1.368)
H (-1.129, 3.820, -2.075)
C (4.459, -1.283, 4.789)
C (3.410, -1.785, 3.761)
C (2.758, -3.088, 4.227)
C (3.678, -4.303, 4.135)
C (4.247, -4.438, 2.725)
C (4.945, -3.166, 2.242)
N (4.030, -1.992, 2.416)
O (3.154, -1.936, 1.476)
C (6.270, -2.982, 3.002)
C (5.304, -3.291, 0.767)
C (2.338, -0.707, 3.654)
H (4.667, -2.018, 5.567)
H (5.400, -1.017, 4.316)
H (4.111, -0.379, 5.285)
H (1.870, -3.279, 3.616)
H (2.407, -2.956, 5.253)
H (4.484, -4.230, 4.869)
H (3.117, -5.204, 4.389)
H (4.960, -5.264, 2.683)
H (3.435, -4.689, 2.035)
H (6.727, -2.022, 2.757)
H (6.965, -3.766, 2.704)
H (6.169, -3.048, 4.082)
H (4.438, -3.526, 0.152)
H (6.029, -4.094, 0.643)
H (5.749, -2.368, 0.394)
H (2.756, 0.225, 3.269)
H (1.932, -0.518, 4.647)
H (1.516, -1.007, 3.005)

Record 3
DFT (wB97M-V/def2-TZVPD) results for an isolated molecule of CN4S at a distorted geometry.

Calculated values
Frontier orbital gap = 8.05 eV
Charge = 0
Energy = -655.1451 a.u.
Relative energy (zero: lowest compared OMol25 entry of this formula, charge and spin) = 88.6 kJ/mol

Atoms and positions in Å:
C (-1.206, 0.023, -0.041)
N (0.752, 0.638, -1.058)
N (-0.675, -0.527, 0.917)
N (0.984, -0.024, -0.161)
N (0.687, -0.552, 0.906)
S (-1.727, 0.910, -1.231)

Q: What is the charge in the second record?
A: +1

Q: Which formula does entry 1 have?
A: C42H113N10O19